[1]
Computed, not measured: a 7-piece molecular cluster, C23H58BCl2N5O22PS6 overall, with ωB97M-V/def2-TZVPD.

Frontier orbital gap, eV: 8.125
Strongest force on any atom, eV/A: 3.0
ΔE to the lowest compared entry with this formula, charge and spin, kJ/mol: 0.0
Total charge: +1

Positions of all 118 atoms, in Å:
C 1.60530 1.17839 4.29548
C 0.48964 1.78138 3.51236
Cl -0.65716 0.74905 2.76447
C 0.34525 3.10051 3.37542
Cl 1.47109 4.19879 4.09101
N -0.69254 3.74045 2.66730
C -1.97491 3.63097 3.02419
N -2.47251 2.93304 4.04551
C -3.78591 3.14731 4.01998
B -4.68816 2.47942 5.17288
O -4.04774 2.23726 6.34074
O -6.01408 2.15638 5.01240
N -4.12726 3.94326 2.99586
P -5.68988 4.55068 2.52120
N -6.02957 5.73099 3.44096
O -5.44214 4.95559 1.02768
O -6.73520 3.38381 2.45245
N -2.95761 4.26103 2.34650
H 1.46407 0.10949 4.37684
H 1.61443 1.59852 5.29393
H 2.55045 1.40564 3.81992
H -0.43379 4.33556 1.89807
H -3.31916 1.62096 6.20704
H -6.04512 1.36468 4.46161
H -6.91597 5.65346 3.91879
H -4.83447 5.71140 1.09378
H -7.42309 3.56714 3.09968
H -2.90859 4.87878 1.54589
O -2.31674 -0.63583 0.03363
S -3.30726 -0.11125 -0.85708
O -4.52500 -0.81713 -1.08395
O -2.62715 0.24820 -2.23397
C -1.87561 -0.79106 -2.92157
C -2.76621 -1.81064 -3.59431
C -3.69910 1.54348 -0.38235
H -1.18222 -1.26327 -2.22504
H -1.27966 -0.26758 -3.66524
H -3.32220 -2.39731 -2.86394
H -2.15985 -2.49170 -4.18911
H -3.49308 -1.31916 -4.24144
H -2.77257 2.09318 -0.23234
H -4.26663 1.48215 0.54520
H -4.30401 1.99846 -1.16217
O -2.80142 6.82947 0.16878
S -3.25436 7.56051 -1.00019
O -3.40231 6.89005 -2.24772
O -2.36852 8.84922 -1.18526
C -0.92805 8.69884 -1.27925
C -0.48472 8.17087 -2.62802
C -4.75682 8.38452 -0.60268
H -0.57113 8.06914 -0.46315
H -0.52668 9.69589 -1.11720
H -0.81785 7.14596 -2.78565
H 0.60245 8.18877 -2.69497
H -0.89946 8.77683 -3.43232
H -4.63389 8.91434 0.33833
H -5.53200 7.62475 -0.51471
H -4.99756 9.06966 -1.41024
O -0.32030 -3.59220 -5.33315
S -0.18303 -5.01740 -5.41189
O -0.70328 -5.84510 -4.37072
O 1.34194 -5.36999 -5.65893
C 2.32578 -4.83872 -4.73863
C 2.33597 -5.57745 -3.41592
C -0.79586 -5.58514 -6.95942
H 2.16594 -3.76915 -4.59593
H 3.28870 -4.96043 -5.22963
H 1.41161 -5.41672 -2.86232
H 3.16658 -5.22840 -2.80294
H 2.43809 -6.65021 -3.57645
H -0.37879 -4.97002 -7.75146
H -1.87865 -5.48739 -6.93070
H -0.51659 -6.62769 -7.08240
O 6.23377 -1.90555 -6.31433
S 6.39529 -3.32553 -6.37929
O 5.89799 -4.16499 -5.33169
O 7.91986 -3.66151 -6.64611
C 8.91099 -3.11109 -5.74631
C 8.96355 -3.83120 -4.41408
C 5.77095 -3.91470 -7.91535
H 8.73460 -2.04169 -5.61865
H 9.86048 -3.22157 -6.26573
H 8.04903 -3.67726 -3.84322
H 9.79583 -3.46450 -3.82219
H 9.08141 -4.90361 -4.55796
H 6.16812 -3.29832 -8.71640
H 4.68700 -3.83318 -7.87334
H 6.06491 -4.95367 -8.03632
O -7.88656 0.20060 9.78240
S -8.24173 0.93224 8.60725
O -9.08805 2.08074 8.69464
O -8.84690 -0.08202 7.53865
C -9.94848 -0.91990 7.95752
C -11.25945 -0.16425 8.03760
C -6.79563 1.36041 7.70325
H -9.70454 -1.39886 8.90656
H -10.01513 -1.70399 7.20620
H -11.24081 0.58078 8.83117
H -12.07680 -0.85597 8.23989
H -11.45985 0.35804 7.10220
H -6.16643 0.48028 7.60800
H -6.27818 2.13382 8.26586
H -7.08813 1.73893 6.73119
O 10.02025 -4.84955 -1.84002
S 11.16839 -4.56334 -1.03411
O 12.45529 -5.05131 -1.41366
O 10.86123 -4.99211 0.46404
C 10.42160 -6.34810 0.70025
C 11.55239 -7.35263 0.60749
C 11.27434 -2.83009 -0.74948
H 9.60937 -6.59547 0.01513
H 10.00772 -6.34436 1.70632
H 11.93792 -7.42453 -0.40817
H 11.20042 -8.33929 0.90828
H 12.38035 -7.05913 1.25214
H 10.30153 -2.46426 -0.43365
H 11.56898 -2.36866 -1.68943
H 12.02916 -2.64699 0.01000

[2]
Computed, not measured: one molecule with the formula C4H7NS, with ωB97M-V/def2-TZVPD.

Frontier orbital gap, eV: 9.043
Strongest force on any atom, eV/A: 4.2
Structure (SMILES): CN1CCC1=S
ΔE to the lowest compared entry with this formula, charge and spin, kJ/mol: 339.4

Positions of all 13 atoms, in Å:
C 0.30864 -1.35880 1.21806
N 0.03852 -0.41971 0.14737
C -0.49188 1.03580 0.26133
C -0.25544 1.15436 -1.30505
C 0.23531 -0.40070 -1.20851
S 1.08094 -1.61267 -1.89785
H -0.72108 -1.80818 1.38636
H 1.31128 -2.10338 0.85006
H 0.59592 -0.66504 2.23921
H -1.51868 1.23541 0.95138
H 0.25775 1.60191 0.92685
H -1.28681 1.35695 -1.75221
H 0.44553 1.98406 -1.81702

[3]
Computed, not measured: C33H26FN3O4S7SbZn as an isolated structure, with ωB97M-V/def2-TZVPD.

Frontier orbital gap (alpha / beta), eV: 3.806 / 5.141
Strongest force on any atom, eV/A: 1.6
Multiplicity: 2
Total charge: -2

Positions of all 76 atoms, in Å:
Zn 0.18704 1.28464 0.31680
C -4.90479 4.53986 -4.45694
C -5.11414 3.13991 -3.89023
C -5.67925 2.15465 -4.90500
C -4.65650 1.85090 -5.99171
C -3.36924 1.37812 -5.37209
C -2.51754 0.53068 -6.04104
C -1.33437 0.10546 -5.44260
F -0.54933 -0.73336 -6.14899
C -0.96971 0.50305 -4.19105
C -1.82114 1.36768 -3.49048
C -1.43096 1.79278 -2.13654
O -0.40229 1.31573 -1.67246
C -2.30294 2.72415 -1.49243
C -3.45709 3.06396 -2.12586
N -3.85689 2.61956 -3.33721
C -3.01792 1.79500 -4.07064
C -2.03931 3.42369 -0.14119
O -2.81383 4.34910 0.14446
O -1.06308 2.98821 0.52193
H -5.84368 4.93391 -4.85008
H -4.16366 4.53491 -5.25732
H -4.54603 5.21405 -3.67952
H -5.80802 3.20348 -3.04962
H -6.59141 2.57525 -5.33181
H -5.94792 1.22965 -4.38968
H -4.47615 2.74852 -6.59123
H -5.03404 1.08960 -6.67628
H -2.76006 0.18161 -7.03727
H -0.05431 0.15737 -3.72146
H -4.11437 3.75739 -1.61328
S 3.45533 -2.45772 2.83349
Sb 3.51862 -0.93087 1.15410
S 2.56294 0.94703 2.35281
S 2.22270 2.19742 0.71046
O 1.79751 -1.21889 -0.12015
C 1.88497 -2.05239 -1.23330
C 0.50988 -2.61374 -1.53951
C -0.63240 -1.87508 -1.67832
C -1.74122 -2.63269 -2.13103
C -1.41260 -3.93965 -2.35351
S 0.23211 -4.24941 -1.98729
C 2.85901 -3.22287 -1.03270
C 2.76307 -4.18996 -0.07735
C 3.82375 -5.13120 -0.12915
C 4.70566 -4.86053 -1.12976
S 4.25977 -3.46422 -2.00856
C 2.31966 -1.26684 -2.47251
C 2.20700 -1.60027 -3.79331
C 2.75954 -0.61748 -4.65521
C 3.26229 0.44548 -3.95993
S 3.06825 0.25834 -2.27386
H -0.66000 -0.80023 -1.45149
H -2.72780 -2.22228 -2.29035
H -2.05641 -4.73811 -2.68488
H 1.98606 -4.18950 0.67112
H 3.92784 -5.95577 0.56065
H 5.60592 -5.39705 -1.38434
H 1.75235 -2.52290 -4.12862
H 2.76077 -0.68702 -5.73548
H 3.72607 1.33550 -4.35489
N -3.65650 -0.58435 5.78182
C -3.71200 -1.16278 4.51026
S -4.86660 -2.38921 4.25433
C -2.82745 -0.64855 3.53451
C -2.64287 -1.27152 2.26615
C -1.72740 -0.78740 1.38122
N -0.94931 0.30391 1.61057
C -1.12745 0.92953 2.79662
C -2.01453 0.50862 3.74641
H -4.14762 -1.13599 6.46519
H -2.74399 -0.26897 6.07880
H -3.22766 -2.14617 2.01894
H -1.57476 -1.28533 0.43849
H -0.52059 1.81139 2.95908
H -2.11926 1.11237 4.63729